DFT (ωB97M-V with the def2-TZVPD basis set) results for 6 unconnected molecules or ions with the total composition C38H92BrN5O5 at a distorted geometry.

The calculation puts the HOMO energy at -17.19 eV. The gap between HOMO and LUMO comes out at 6.61 eV. The calculated total energy comes out at -128588.751 eV. The molar mass comes out at 779.1 g mol⁻¹. The net charge is +4.

The geometry in XYZ format:
```
141
C38H92BrN5O5 ωB97M-V with the def2-TZVPD basis set
C 6.27000 -3.67608 1.08212
C 5.36308 -2.63142 0.40700
C 3.95034 -2.63374 1.08873
C 3.13726 -1.39024 0.77920
C 3.84812 -0.12407 1.24756
C 5.24921 0.04504 0.62022
N 6.01790 -1.26223 0.70607
O 7.13067 -1.20070 1.06944
C 6.03898 1.14152 1.39917
C 5.17105 0.44921 -0.87828
C 5.22089 -2.97324 -1.07906
H 7.18107 -3.82042 0.50148
H 5.70188 -4.60448 1.10862
H 6.59348 -3.40274 2.08519
H 3.98922 -2.75851 2.17179
H 3.36353 -3.46473 0.69367
H 2.19752 -1.46420 1.32863
H 2.78660 -1.33576 -0.25457
H 4.00873 -0.25762 2.32011
H 3.21684 0.74598 1.07610
H 5.57974 2.12526 1.33340
H 7.07426 1.13948 1.06414
H 6.10147 0.93358 2.46935
H 4.78537 -0.35052 -1.51006
H 6.15264 0.64270 -1.31913
H 4.63817 1.36899 -1.11519
H 4.51034 -2.36074 -1.63168
H 4.81793 -3.97999 -1.17903
H 6.21571 -2.96380 -1.52435
C 1.97176 -4.45433 -1.91202
C 0.82361 -3.51145 -1.58468
N -0.54009 -4.15141 -1.33794
C -1.46669 -3.08473 -0.81786
C -1.10850 -4.73510 -2.63782
C -2.46442 -5.47007 -2.54560
C -0.45453 -5.28910 -0.31236
C -0.22091 -4.88218 1.16620
O 0.65529 -3.77722 1.33520
C 1.06951 -3.65236 2.71291
H 1.92335 -5.11674 -2.78023
H 2.25135 -5.11830 -1.09294
H 2.84089 -3.87551 -2.22672
H 0.59990 -3.00758 -2.52834
H 1.15448 -2.84040 -0.79846
H -1.23171 -2.59758 0.12506
H -2.42189 -3.57858 -0.63981
H -1.62606 -2.34547 -1.60039
H -0.25105 -5.30769 -2.98910
H -1.25444 -3.94879 -3.37938
H -3.16267 -4.90945 -1.92642
H -2.46174 -6.47681 -2.12693
H -2.84652 -5.60837 -3.55558
H 0.18000 -6.08680 -0.69150
H -1.46788 -5.68930 -0.33758
H 0.10584 -5.81819 1.62796
H -1.17228 -4.63872 1.64758
H 0.26785 -4.04754 3.34073
H 1.29500 -2.64668 3.06401
H 1.95427 -4.24522 2.95690
C -2.98000 -2.28485 2.99705
C -4.37257 -1.62155 3.01924
N -4.45176 -0.31796 2.21346
C -3.59402 0.69575 2.95505
C -3.84215 -0.42033 0.85151
C -4.54805 -1.37532 -0.14150
C -5.92721 0.09029 2.21127
C -6.40210 0.81964 3.45690
O -5.93341 0.27997 4.67392
C -6.51471 0.85147 5.85781
H -2.14023 -1.70151 3.38061
H -2.60428 -2.50329 1.99188
H -2.88938 -3.26098 3.47274
H -4.69212 -1.49045 4.04897
H -5.06211 -2.32570 2.55383
H -3.79650 0.69404 4.02200
H -3.75247 1.67051 2.49586
H -2.53952 0.45417 2.82878
H -2.77580 -0.63350 0.94042
H -3.82651 0.56673 0.38217
H -5.62961 -1.29389 -0.20324
H -4.14350 -2.30937 0.24857
H -4.15900 -1.11327 -1.12411
H -6.57480 -0.67110 1.78573
H -5.86151 0.85889 1.43482
H -7.49121 0.71197 3.50013
H -6.19409 1.89178 3.40901
H -6.25094 1.89101 6.06034
H -6.15080 0.29355 6.71794
H -7.59244 0.70800 5.76872
C -1.82951 6.38869 1.59809
C -0.46019 5.81785 1.22138
N -0.46579 4.30457 0.91686
C 0.97499 3.94932 0.59237
C -0.91902 3.58811 2.20075
C 0.07406 3.45060 3.38117
C -1.30287 3.89756 -0.31731
C -1.46653 4.93246 -1.44230
O -0.17566 5.37383 -1.82316
C -0.11123 6.44033 -2.76094
H -2.65541 6.21443 0.90352
H -1.76847 7.47722 1.57266
H -2.27160 6.06636 2.53982
H 0.33397 6.07028 1.91883
H -0.18465 6.20588 0.24147
H 1.12237 2.87269 0.50649
H 1.76959 4.41225 1.17679
H 1.22284 4.38275 -0.37739
H -1.07195 2.54420 1.91857
H -1.86014 4.04708 2.48991
H 0.80230 2.69218 3.10081
H -0.48393 3.06522 4.23497
H 0.49920 4.39059 3.73032
H -2.27484 3.65615 0.11396
H -0.93442 2.98554 -0.78444
H -2.07661 5.77094 -1.10341
H -1.79024 4.43291 -2.35870
H -0.36615 7.32179 -2.16608
H -0.85530 6.30758 -3.55140
H 0.83166 6.66037 -3.25705
C 2.38696 0.23740 -3.76555
N 1.26255 1.24541 -3.97424
C 0.02938 0.38539 -3.94011
C 1.30919 2.22076 -2.83132
C 1.43854 1.87298 -5.33999
C 0.52843 3.05653 -5.65948
O -0.77746 2.60383 -5.88230
H 3.36298 0.72350 -3.72257
H 2.43752 -0.50877 -4.55470
H 2.26959 -0.18005 -2.76563
H -0.83591 1.04227 -4.02771
H -0.01933 -0.12766 -2.98163
H 0.01124 -0.19651 -4.85862
H 2.15158 2.90671 -2.91268
H 1.30322 1.77287 -1.83807
H 0.40165 2.78604 -3.04012
H 1.34350 1.04767 -6.04316
H 2.43743 2.30979 -5.37889
H 0.91289 3.63434 -6.50426
H 0.65625 3.78056 -4.84585
H -1.41461 3.32137 -5.81018
Br -0.06295 0.16624 0.23511
```

DFT (ωB97M-V with the def2-TZVPD basis set) results for 13 unconnected molecules or ions with the total composition C38H95BrFN2O18P at a distorted geometry.

The calculation puts the HOMO energy at -8.26 eV. The gap between HOMO and LUMO comes out at 8.52 eV. The calculated total energy comes out at -162825.356 eV. The molar mass comes out at 998.0 g mol⁻¹.

The geometry in XYZ format:
```
156
C38H95BrFN2O18P ωB97M-V with the def2-TZVPD basis set
C 3.22354 2.07052 1.02096
O 3.45146 2.49745 -0.30586
C 3.61817 1.44713 -1.25382
C 2.31859 1.19919 -1.99141
C 2.28820 -0.09131 -2.81323
C 0.83518 -0.46739 -3.17689
C 0.49988 -1.96028 -3.11079
C -0.99581 -2.27491 -2.89891
C -1.27992 -2.99576 -1.57103
C -2.71300 -2.84465 -0.99917
C -2.79038 -2.37939 0.47015
C -3.21734 -0.94625 0.81922
C -2.19686 0.18574 0.65041
O -1.85213 0.22571 -0.76135
C -2.47801 1.05470 -1.62860
Br -4.20736 0.36727 -2.36707
C -0.88165 -0.30273 1.27611
C -0.87390 -0.99207 2.63473
F 0.09389 0.67681 1.24959
C -2.73294 1.53795 1.26424
N -2.70633 1.26000 2.73246
C -4.21974 1.88560 0.92151
C -4.62389 2.97944 -0.08994
C -5.59833 4.00150 0.51445
N -5.13197 4.57716 1.77464
C -5.42678 6.02621 1.92563
C -4.14250 6.77837 2.19114
C -3.49038 6.59180 3.41615
C -2.27859 7.22100 3.68705
C -1.73055 8.04468 2.70920
C -2.37040 8.26128 1.48763
C -3.57664 7.61467 1.23178
O -4.24395 7.77035 0.02816
P -1.51697 2.97817 1.18161
O -0.70095 3.03450 2.39396
O -2.26699 4.38983 1.04151
O -0.62233 2.82052 -0.14701
H 2.89893 1.03462 1.07911
H 4.11491 2.20137 1.63823
H 2.43017 2.67736 1.45125
H 3.99146 0.54979 -0.75942
H 4.39256 1.79784 -1.93615
H 1.53396 1.15179 -1.23960
H 2.12279 2.06831 -2.61756
H 2.79477 -0.89695 -2.28926
H 2.85764 0.09892 -3.72059
H 0.66493 -0.14489 -4.20446
H 0.19609 0.11492 -2.52337
H 1.12806 -2.42838 -2.35556
H 0.81854 -2.39319 -4.05502
H -1.62842 -1.40773 -3.05233
H -1.26522 -2.98475 -3.67969
H -0.53729 -2.74222 -0.81929
H -1.11780 -4.05211 -1.77715
H -3.11450 -3.85730 -0.98813
H -3.35387 -2.28682 -1.67319
H -3.55041 -3.00339 0.93953
H -1.86255 -2.69067 0.93751
H -4.10209 -0.74360 0.22568
H -3.56805 -0.95864 1.84360
H -2.66046 2.06367 -1.28761
H -1.87266 1.12073 -2.52113
H -0.52167 -1.03411 0.55841
H -0.17797 -0.47188 3.28243
H -0.51933 -2.01337 2.55967
H -1.81844 -1.01566 3.15585
H -3.51881 0.68732 2.93923
H -2.86226 2.13368 3.22212
H -4.76886 0.99509 0.63636
H -4.69090 2.19290 1.84705
H -3.80508 3.52059 -0.55634
H -5.18446 2.53540 -0.90713
H -5.76563 4.75682 -0.24999
H -6.55689 3.48774 0.64370
H -5.66653 4.13765 2.50962
H -5.92415 6.42077 1.04666
H -6.08639 6.15385 2.78224
H -3.94526 5.94177 4.14593
H -1.79199 7.03923 4.62604
H -0.78341 8.52809 2.89606
H -1.91652 8.90930 0.75124
H -3.73068 8.38993 -0.50214
H -2.32736 4.70351 0.13232
H -0.37662 3.68282 -0.50103
C -5.68887 11.48322 0.28364
O -4.43563 10.82942 0.44379
H -5.49656 12.55051 0.20960
H -6.19458 11.15095 -0.62734
H -6.33893 11.29957 1.14302
H -4.61120 9.88600 0.51360
C 1.13963 -2.97506 5.57412
O -0.14064 -2.94974 4.94391
H 1.65192 -2.05027 5.32137
H 1.03702 -3.03831 6.66108
H 1.73607 -3.81777 5.21731
H -0.59173 -3.76734 5.16796
C 4.48408 -2.00874 -5.02136
O 3.48713 -2.60980 -4.19352
H 5.04041 -1.30114 -4.41165
H 5.17328 -2.75964 -5.41016
H 4.01867 -1.47229 -5.85387
H 3.00156 -3.23506 -4.73699
C 8.05581 -3.85053 -4.95208
O 7.63496 -3.07899 -6.08184
H 7.17868 -4.04737 -4.34358
H 8.48592 -4.80199 -5.27684
H 8.78993 -3.29759 -4.35964
H 8.40626 -2.89619 -6.62389
C 5.46527 -6.41134 -5.00620
O 5.50298 -5.38068 -4.01488
H 6.30510 -6.25408 -5.67629
H 5.54965 -7.39780 -4.54419
H 4.53628 -6.35523 -5.57985
H 4.75627 -5.51238 -3.42486
C -6.03592 -2.12180 4.23103
O -5.64562 -1.83950 2.89006
H -5.62291 -1.34034 4.86360
H -7.12429 -2.12165 4.33228
H -5.64292 -3.08701 4.55990
H -6.00708 -2.52874 2.32682
C 6.34863 -9.59676 -1.95747
O 5.50266 -9.62681 -3.10371
H 6.82796 -8.62145 -1.92971
H 5.77172 -9.73587 -1.03899
H 7.12122 -10.36709 -2.01851
H 5.07833 -10.48760 -3.13571
C 2.22027 -5.33106 2.21915
O 2.83660 -5.43650 3.50023
H 1.41239 -4.60847 2.30456
H 2.93168 -4.97866 1.46820
H 1.80569 -6.29157 1.90177
H 3.55319 -6.07207 3.43365
C -1.96118 6.36210 7.81218
O -2.86907 6.42751 6.71547
H -1.56274 7.36148 7.96545
H -2.46835 6.03960 8.72526
H -1.13497 5.67968 7.59765
H -3.22078 5.54431 6.57701
C 8.91105 -6.79054 -7.74363
O 7.56102 -6.34669 -7.82909
H 8.89396 -7.85626 -7.53197
H 9.44052 -6.62454 -8.68572
H 9.44452 -6.27867 -6.93741
H 7.57342 -5.40269 -8.01234
C -8.17321 3.11421 3.89498
O -6.83301 3.45374 4.24906
H -8.20182 2.97451 2.81727
H -8.48267 2.18613 4.38078
H -8.86505 3.91450 4.16727
H -6.80117 3.57897 5.20070
C 8.21069 -5.80371 -1.45966
O 9.46474 -6.28557 -1.94110
H 7.47209 -5.95013 -2.24468
H 7.90336 -6.35866 -0.56812
H 8.27673 -4.73763 -1.22843
H 10.11690 -6.15192 -1.24931
```